No. 1
Entry from the OMol25 dataset: 6 unconnected molecules or ions with the total composition C13H26Cl10N2O2 (ωB97M-V/def2-TZVPD).

Its multiplicity is 1. For the HOMO-LUMO gap, the calculation gives 0.344 hartree. The calculation puts the HOMO energy at -0.343 Eh. The energy above the lowest of the compared OMol25 structures with the same formula, charge and spin is 0.703 eV. As for the SMILES: ClC(Cl)(Cl)Cl.CN(C)C=O.CN(C)C=O.ClCCCl.ClCCCl.ClCCCl.

Each line ends with the Mulliken charge.
Element x y z (Å)
Cl -3.379 3.391 -5.472  -0.062
C -4.978 2.740 -5.211  0.365
Cl -6.213 3.196 -6.440  -0.097
Cl -4.964 0.973 -4.943  -0.100
Cl -5.532 3.427 -3.675  -0.107
C -2.539 1.722 1.521  -0.847
N -1.482 2.370 0.616  0.062
C -0.671 1.363 -0.121  -0.883
C -1.311 3.712 0.473  0.225
O -0.589 4.250 -0.378  -0.608
H -3.189 1.150 0.859  0.286
H -3.030 2.502 2.102  0.292
H -2.068 1.107 2.288  0.311
H 0.011 1.875 -0.800  0.299
H -0.160 0.723 0.598  0.308
H -1.265 0.641 -0.682  0.298
H -1.901 4.188 1.271  0.257
C 5.545 2.218 6.910  -0.946
N 4.364 2.451 6.040  0.035
C 3.117 2.298 6.707  -0.878
C 4.488 2.629 4.732  0.220
O 5.545 2.746 4.136  -0.605
H 6.276 2.821 6.372  0.318
H 5.608 1.130 6.929  0.329
H 5.479 2.670 7.900  0.324
H 3.057 1.312 7.167  0.307
H 3.070 3.049 7.495  0.311
H 2.200 2.484 6.147  0.312
H 3.506 2.648 4.234  0.272
Cl -10.301 -4.554 1.015  -0.184
C -10.572 -3.130 0.001  -0.455
C -9.429 -2.178 0.302  -0.363
Cl -9.504 -1.617 1.931  -0.153
H -11.565 -2.776 0.282  0.284
H -10.734 -3.571 -0.982  0.296
H -9.480 -1.318 -0.365  0.270
H -8.438 -2.555 0.053  0.305
Cl 8.016 -3.262 2.287  -0.180
C 8.160 -3.761 0.568  -0.409
C 6.806 -3.804 -0.084  -0.467
Cl 5.754 -5.204 0.370  -0.180
H 8.519 -4.776 0.401  0.297
H 8.918 -3.111 0.131  0.311
H 6.920 -3.846 -1.167  0.297
H 6.264 -2.877 0.105  0.331
Cl 2.115 -1.973 -5.718  -0.172
C 1.767 -2.477 -7.352  -0.515
C 0.928 -1.524 -8.128  -0.314
Cl 2.015 -0.169 -8.574  -0.184
H 1.434 -3.513 -7.288  0.321
H 2.735 -2.676 -7.811  0.316
H 0.026 -1.091 -7.694  0.309
H 0.649 -2.020 -9.057  0.239



No. 2
Entry from the OMol25 dataset: a molecular structure, C26H27MnN3O7 (ωB97M-V/def2-TZVPD).

Its multiplicity is 2. For the HOMO-LUMO gap (alpha / beta), the calculation gives 0.290 / 0.242 hartree. The calculation puts the HOMO energy (alpha / beta) at -0.329 / -0.321 Eh.

Each line ends with the Mulliken charge.
Element x y z (Å)
Mn -0.759 0.170 0.089  -0.077
O -2.585 -0.460 3.586  -0.698
C -2.321 -0.574 2.408  -0.048
O -1.570 0.291 1.772  -0.422
C -2.934 -1.694 1.600  0.236
C -3.886 -2.463 2.256  -0.702
C -4.475 -3.543 1.625  -0.512
C -4.129 -3.905 0.333  -0.458
C -3.203 -3.124 -0.321  -0.190
C -2.561 -2.008 0.270  0.512
O -1.641 -1.390 -0.419  0.503
N -2.878 -3.505 -1.699  1.023
O -2.743 -4.693 -1.922  -0.603
O -2.832 -2.629 -2.539  -0.564
N -5.483 -4.333 2.334  1.037
O -5.938 -5.303 1.757  -0.635
O -5.716 -4.040 3.489  -0.615
H -4.141 -2.204 3.273  0.635
H -4.571 -4.764 -0.149  0.603
C -1.822 1.534 -0.867  -0.748
C -0.827 2.566 -0.563  0.320
C -0.032 3.099 -1.599  -0.259
C 0.955 4.017 -1.328  -0.963
C 1.215 4.396 -0.009  -0.277
C 0.475 3.855 1.022  -0.747
C -0.553 2.951 0.757  -0.113
H -1.970 1.298 -1.916  0.329
H -2.736 1.530 -0.276  0.490
H -0.230 2.795 -2.620  0.399
H 1.532 4.446 -2.138  0.444
H 1.997 5.113 0.201  0.456
H 0.673 4.146 2.045  0.454
H -1.150 2.556 1.570  0.493
C 4.587 2.942 0.155  -1.954
C 3.563 1.902 0.503  0.728
C 3.399 1.496 1.825  -0.611
C 2.453 0.552 2.190  0.533
C 2.256 0.138 3.617  -1.754
C 1.650 0.017 1.185  -0.231
C 1.791 0.414 -0.154  0.693
C 2.766 1.357 -0.489  -0.822
N 0.777 -0.051 -1.009  1.451
C 1.043 -0.856 -2.217  1.265
C -0.164 -0.731 -3.139  -1.346
C 1.196 -2.303 -1.723  -1.473
C 2.311 -0.447 -2.963  -2.005
H 4.762 3.615 0.994  0.418
H 4.261 3.539 -0.697  0.375
H 5.544 2.485 -0.107  0.419
H 4.030 1.935 2.589  0.440
H 3.188 0.189 4.179  0.438
H 1.868 -0.877 3.681  0.382
H 1.530 0.790 4.107  0.316
H 0.947 -0.773 1.450  0.114
H 2.856 1.711 -1.502  0.425
H -1.079 -1.034 -2.635  0.027
H -0.027 -1.380 -4.004  0.536
H -0.259 0.294 -3.502  0.152
H 0.290 -2.636 -1.224  0.097
H 2.044 -2.387 -1.041  0.348
H 1.381 -2.950 -2.580  0.491
H 2.236 0.564 -3.364  0.331
H 2.437 -1.124 -3.808  0.489
H 3.201 -0.522 -2.340  0.425



No. 3
Entry from the OMol25 dataset: a single C4H6O2S molecule (ωB97M-V/def2-TZVPD).

Its multiplicity is 1. For the HOMO-LUMO gap, the calculation gives 0.319 hartree. The calculation puts the HOMO energy at -0.344 Eh. The energy above the lowest of the compared OMol25 structures with the same formula, charge and spin is 3.404 eV.

Each line ends with the Mulliken charge.
Element x y z (Å)
C 1.096 0.455 -0.737  -0.054
C -0.189 0.539 -1.050  -0.348
C -1.113 -1.218 0.590  -0.995
C 1.774 0.500 0.480  -0.064
O -2.462 0.931 0.157  -0.615
O 2.954 0.375 0.693  -0.478
S -1.115 0.557 0.501  0.394
H 1.899 0.502 -1.607  0.234
H -0.557 0.740 -2.046  0.447
H -1.839 -1.503 1.225  0.371
H -0.167 -1.441 0.934  0.391
H -1.520 -1.413 -0.439  0.335
H 1.237 0.975 1.300  0.382



No. 4
Entry from the OMol25 dataset: 2 unconnected molecules or ions with the total composition C5H14 (ωB97M-V/def2-TZVPD).

Its multiplicity is 2. For the HOMO-LUMO gap (alpha / beta), the calculation gives 0.452 / 0.167 hartree. The calculation puts the HOMO energy (alpha / beta) at -0.566 / -0.562 Eh. The energy above the lowest of the compared OMol25 structures with the same formula, charge and spin is 0.327 eV. The net charge is +1.

Each line ends with the Mulliken charge.
Element x y z (Å)
C 0.350 -2.275 -1.453  -0.751
C 0.773 -0.927 -2.028  -0.716
H -0.451 -2.741 -2.029  0.287
H 1.179 -2.960 -1.294  0.281
H -0.084 -2.126 -0.440  0.206
H 1.589 -1.055 -2.750  0.364
H 1.089 -0.215 -1.262  0.150
H -0.056 -0.527 -2.618  0.271
C -0.626 0.719 0.926  0.594
C -0.522 0.699 2.425  -1.081
C -0.010 1.872 0.256  -1.063
H -0.251 -0.296 0.612  -0.117
H -1.700 0.683 0.611  0.338
H -1.206 1.525 2.725  0.368
H 0.021 1.657 -0.819  0.329
H -0.597 2.813 0.284  0.399
H 0.387 1.049 2.915  0.400
H -0.805 -0.280 2.811  0.356
H 0.949 2.164 0.698  0.386



No. 5
Entry from the OMol25 dataset: a single C12H15NO molecule (ωB97M-V/def2-TZVPD).

Its multiplicity is 1. For the HOMO-LUMO gap, the calculation gives 0.311 hartree. The calculation puts the HOMO energy at -0.279 Eh. The energy above the lowest of the compared OMol25 structures with the same formula, charge and spin is 0.963 eV. As for the SMILES: CCN1c2ccccc2C=C[C@@]1(C)O.

Each line ends with the Mulliken charge.
Element x y z (Å)
C 1.868 0.451 1.672  -1.039
C 0.384 0.077 1.687  -1.103
N -0.173 -0.182 0.381  0.099
C -0.575 0.847 -0.428  0.787
C -0.468 2.193 -0.049  -0.692
C -0.934 3.205 -0.864  -0.831
C -1.538 2.924 -2.080  -0.662
C -1.673 1.607 -2.463  -0.660
C -1.201 0.570 -1.665  1.129
C -1.386 -0.802 -2.060  -0.521
C -0.818 -1.806 -1.394  -1.197
C 0.147 -1.587 -0.269  1.592
C 0.032 -2.694 0.771  -2.040
O 1.476 -1.579 -0.730  -0.603
H 2.029 1.416 1.195  0.314
H 2.244 0.500 2.692  0.393
H 2.429 -0.301 1.124  0.284
H 0.251 -0.815 2.299  0.424
H -0.208 0.870 2.155  0.530
H -0.008 2.470 0.885  0.279
H -0.822 4.231 -0.541  0.379
H -1.900 3.720 -2.713  0.386
H -2.156 1.359 -3.398  0.362
H -2.027 -0.994 -2.910  0.398
H -0.963 -2.834 -1.690  0.304
H 0.893 -2.685 1.432  0.446
H 0.025 -3.649 0.251  0.456
H -0.889 -2.592 1.335  0.381
H 1.538 -1.001 -1.498  0.405



No. 6
Entry from the OMol25 dataset: 2 unconnected molecules or ions with the total composition C5H15NO2 (ωB97M-V/def2-TZVPD).

Its multiplicity is 1. For the HOMO-LUMO gap, the calculation gives 0.352 hartree. The calculation puts the HOMO energy at -0.321 Eh. The energy above the lowest of the compared OMol25 structures with the same formula, charge and spin is 3.294 eV. As for the SMILES: NCCCCCO.O.

Each line ends with the Mulliken charge.
Element x y z (Å)
N -0.645 1.406 -3.724  -0.471
C 0.264 0.834 -2.743  -0.424
C 0.169 1.294 -1.256  -0.585
C 0.617 0.228 -0.213  -0.856
C -0.682 0.059 0.681  -0.550
C -0.478 -1.147 1.680  -0.345
O -0.989 -2.447 1.451  -0.532
H -1.375 1.916 -3.350  0.176
H -0.207 1.574 -4.632  0.199
H 0.124 -0.203 -2.727  0.242
H 1.337 0.916 -3.091  0.274
H 0.801 2.194 -1.185  0.261
H -0.900 1.643 -1.158  0.385
H 1.081 -0.708 -0.515  0.497
H 1.554 0.580 0.328  0.354
H -0.715 1.038 1.258  0.280
H -1.692 -0.154 0.201  0.333
H 0.508 -1.478 1.917  0.278
H -1.254 -0.817 2.405  0.217
H -1.477 -2.733 0.717  0.256
O 1.196 -1.081 4.950  -0.629
H 2.039 -1.146 4.574  0.304
H 0.725 -1.768 4.432  0.336



No. 7
Entry from the OMol25 dataset: a single C2H3Cl2PS3 molecule (ωB97M-V/def2-TZVPD).

Its multiplicity is 1. For the HOMO-LUMO gap (alpha / beta), the calculation gives 0.246 / 0.248 hartree. The calculation puts the HOMO energy (alpha / beta) at -0.310 / -0.310 Eh. The energy above the lowest of the compared OMol25 structures with the same formula, charge and spin is 2.262 eV.

Each line ends with the Mulliken charge.
Element x y z (Å)
C 1.405 0.364 -0.737  -0.886
C 2.650 0.146 0.170  0.580
P -1.257 1.864 0.455  0.121
S 0.672 1.925 -0.316  0.004
S 2.804 1.789 0.902  -0.181
S -1.485 -0.170 0.858  -0.311
Cl 4.047 -0.183 -0.913  -0.153
Cl 2.252 -1.225 1.344  -0.161
H 1.678 0.355 -1.747  0.440
H 0.650 -0.303 -0.473  0.340
H -0.715 -0.002 1.918  0.205



No. 8
Entry from the OMol25 dataset: a single C4H2 molecule (ωB97M-V/def2-TZVPD).

Its multiplicity is 1. For the HOMO-LUMO gap, the calculation gives 0.390 hartree. The calculation puts the HOMO energy at -0.364 Eh. The energy above the lowest of the compared OMol25 structures with the same formula, charge and spin is 0.462 eV. As for the SMILES: C#CC#C.

Each line ends with the Mulliken charge.
Element x y z (Å)
C -1.325 -1.322 -0.293  -0.189
C -0.442 -0.535 -0.224  -0.172
C 0.503 0.466 0.109  -0.002
C 1.247 1.398 0.434  -0.314
H -1.913 -2.234 -0.343  0.377
H 2.016 2.193 0.188  0.299



no.,largest force on an atom (eV Å⁻¹)
1,2.485
2,1.235
3,6.615
4,1.476
5,2.593
6,3.633
7,2.031
8,3.589